1.
DFT (ωB97M-V/def2-TZVPD) results for the ion C7H11N2O2S with charge +1 at a distorted geometry.

Output
* SMILES: CC(C)(C)C(=O)[n+]1cc(=S)o[nH]1
* total charge: +1
* LUMO energy (alpha / beta): -6.0 / -6.0 eV
* relative energy (zero: lowest compared OMol25 entry of this formula, charge and spin): 457.54 kJ/mol
* multiplicity: 1
* frontier orbital gap (alpha / beta): 7.379 / 7.382 eV

Geometry as XYZ:
```
23
Properties=species:S:1:pos:R:3:lowdin_charge:R:1
C -2.07670 1.39170 0.06677 0.041
C -1.94524 2.81129 0.08123 -0.804
C -0.87987 -0.56206 -0.06350 -0.281
C 0.90137 -1.37880 1.28154 0.011
C 1.48828 0.18184 -0.78758 -0.031
C 0.59679 -2.11120 -1.24267 -0.010
C 0.60169 -0.91491 -0.23248 -0.452
N -0.12360 1.71934 0.85539 0.059
N -1.00909 0.82696 0.56737 0.057
O -1.86414 -1.19670 -0.21763 0.213
O -0.68589 2.97014 0.66194 0.026
S -2.86943 4.02440 -0.30294 0.911
H -2.98106 0.79356 -0.14818 0.183
H 1.70038 -2.24431 1.31637 0.150
H 1.27164 -0.53008 1.80194 0.048
H 0.05815 -1.76735 1.79939 0.075
H 2.17698 -0.25624 -1.48359 0.085
H 2.29721 0.50895 0.05804 0.144
H 1.00894 1.05744 -1.12760 0.066
H 1.49037 -2.70354 -1.38131 0.102
H 0.31217 -1.63395 -2.08370 0.052
H -0.16864 -2.86757 -0.90380 0.118
H 0.69970 1.88110 1.48500 0.238
```

=====

2.
DFT (ωB97M-V/def2-TZVPD) results for the molecule C7H11N3 at a distorted geometry.

Output
* SMILES: [H]/N=C(/C(C)C)n1ccnc1
* total charge: 0
* LUMO energy: 0.5 eV
* relative energy (zero: lowest compared OMol25 entry of this formula, charge and spin): 73.69 kJ/mol
* multiplicity: 1
* frontier orbital gap: 9.629 eV

Geometry as XYZ:
```
21
Properties=species:S:1:pos:R:3:lowdin_charge:R:1
C 2.74631 -1.78885 -0.69562 -0.135
C 2.13429 -1.13342 0.36149 -0.071
C 1.10758 -0.66931 -1.54675 -0.116
C 0.27295 0.47656 0.50719 -0.296
C -1.88530 -0.51261 -0.08408 -0.062
C -1.89402 1.89541 0.65584 -0.047
C -1.10573 0.74147 -0.02897 -0.381
N 2.07493 -1.50368 -1.86832 0.055
N 0.83605 1.15004 1.55346 0.144
N 1.06641 -0.44011 -0.14952 -0.041
H 3.50015 -2.59409 -0.59288 0.107
H 2.21590 -1.13973 1.43284 0.109
H 0.37009 -0.39095 -2.21818 0.099
H -1.40958 -1.18073 0.54663 0.072
H -1.95386 -1.01703 -0.95201 0.046
H -2.87071 -0.19220 0.17953 0.084
H -2.27804 1.48887 1.57640 0.079
H -2.70580 2.25127 -0.03055 0.099
H -1.08965 2.60214 0.70199 0.059
H -0.98711 0.94198 -1.11471 0.139
H 1.85513 1.01499 1.76622 0.056
```

=====

3.
DFT (ωB97M-V/def2-TZVPD) results for the molecule C7H11N3 at a distorted geometry.

Output
* total charge: 0
* LUMO energy (alpha / beta): 0.0 / 0.6 eV
* relative energy (zero: lowest compared OMol25 entry of this formula, charge and spin): 526.74 kJ/mol
* multiplicity: 1
* frontier orbital gap (alpha / beta): 6.350 / 8.520 eV

Geometry as XYZ:
```
21
Properties=species:S:1:pos:R:3:lowdin_charge:R:1
C -1.44992 1.36885 -0.30779 -0.172
C -2.13479 0.39275 0.32756 0.083
C 0.05573 1.13193 -0.42738 -0.444
C 0.22867 -0.24293 0.28463 -0.192
C 0.99875 2.22007 0.11918 -0.010
C 0.55699 -0.52635 1.72544 -0.006
C 0.23408 -2.58377 -0.93714 -0.017
N 0.19342 0.74858 -1.89173 0.071
N 0.27484 -0.48220 -1.98276 0.021
N 0.26118 -1.13004 -0.76933 -0.131
H -2.02094 2.31345 -0.49094 0.098
H -3.21805 0.13400 0.53406 0.043
H 0.49845 2.95538 0.77766 0.093
H 1.41394 2.68744 -0.71708 0.050
H 1.77032 1.68911 0.71903 0.078
H -0.38040 -0.60122 2.23640 0.072
H 1.16788 0.24755 2.11485 0.062
H 1.02103 -1.47697 1.64425 0.065
H 0.45762 -2.74299 -1.99244 0.086
H 0.82888 -3.05951 -0.21206 0.058
H -0.75769 -3.04311 -0.75440 0.092
```